Record 1
Entry from the OMol25 dataset: a molecular structure, C25H62BGeN6O2PrSe at a distorted geometry (ωB97M-V with the def2-TZVPD basis set).

Output
Total energy   -6488.55402 a.u.
Multiplicity   3
HOMO level (spin up / spin down)   -0.4155 / -0.4200 Eh
Maximum force   0.08235 hartree/bohr
Orbital gap (spin up / spin down)   6.19 / 6.62 eV
Lowest unoccupied orbital energy (spin up / spin down)   -5.115 / -4.814 eV
Charge   +2
Relative energy (zero: lowest compared OMol25 entry of this formula, charge and spin)   0.000 eV

Geometry (Å):
Pr1 0.03 -1.33 0.30
C1 2.35 -4.55 0.08
C2 1.63 -4.09 -1.19
N1 1.37 -2.65 -1.33
C3 0.84 -2.34 -2.67
C4 -0.69 -2.43 -2.80
N2 -1.30 -1.45 -1.89
C5 -2.74 -1.49 -1.64
C6 -3.33 -2.75 -0.99
C7 -2.56 -3.45 0.15
N3 -1.95 -2.51 1.14
C8 -1.41 -3.22 2.34
C9 -0.03 -3.93 2.19
N4 1.09 -3.02 1.76
C10 2.36 -3.66 1.35
H1 3.41 -4.69 -0.21
H2 1.97 -5.56 0.32
H3 0.64 -4.60 -1.34
H4 2.23 -4.46 -2.05
H5 2.25 -2.17 -1.31
H6 1.26 -3.03 -3.40
H7 1.19 -1.35 -2.98
H8 -1.07 -3.44 -2.57
H9 -1.01 -2.26 -3.82
H10 -1.11 -0.53 -2.30
H11 -3.30 -1.34 -2.60
H12 -2.98 -0.58 -1.04
H13 -3.52 -3.47 -1.81
H14 -4.33 -2.48 -0.64
H15 -1.76 -4.11 -0.26
H16 -3.29 -4.14 0.64
H17 -2.69 -1.84 1.41
H18 -2.12 -4.01 2.64
H19 -1.35 -2.48 3.16
H20 -0.12 -4.79 1.52
H21 0.18 -4.37 3.17
H22 1.31 -2.42 2.58
H23 2.71 -4.31 2.17
H24 3.11 -2.88 1.15
N5 -0.38 1.86 1.38
C11 -0.84 2.37 2.70
C12 0.27 2.33 3.78
C13 0.44 1.03 4.53
C14 0.89 -0.24 3.76
N6 1.49 -0.07 2.44
H25 0.38 2.47 1.02
H26 -1.09 2.00 0.65
H27 -1.73 1.80 3.04
H28 -1.15 3.45 2.60
H29 0.02 3.11 4.51
H30 1.25 2.57 3.35
H31 -0.46 0.76 5.05
H32 1.19 1.18 5.32
H33 -0.02 -0.85 3.64
H34 1.57 -0.82 4.40
H35 1.26 0.85 2.03
H36 2.50 -0.18 2.44
C15 -4.85 1.19 -0.59
Ge1 -4.36 3.12 -0.37
C16 -4.30 3.67 1.52
C17 -5.80 4.22 -1.19
C18 -2.62 3.57 -1.20
Se1 -1.70 2.02 -1.89
C19 -2.59 1.91 -3.64
H37 -5.91 1.02 -0.41
H38 -4.26 0.65 0.13
H39 -4.58 0.91 -1.57
H40 -5.16 4.28 1.75
H41 -3.41 4.25 1.77
H42 -4.32 2.77 2.13
H43 -6.75 3.91 -0.76
H44 -5.88 4.03 -2.26
H45 -5.63 5.27 -1.01
H46 -2.02 4.06 -0.44
H47 -2.78 4.31 -2.00
H48 -3.36 1.14 -3.62
H49 -1.80 1.66 -4.35
H50 -2.97 2.90 -3.91
C20 5.13 2.14 0.57
C21 4.11 2.14 -0.56
C22 4.09 3.45 -1.31
O1 2.75 1.96 0.12
B1 2.23 0.76 -0.18
O2 3.00 0.12 -1.11
C23 4.19 0.92 -1.53
C24 5.45 0.08 -1.26
C25 3.94 1.15 -3.00
H51 4.99 3.05 1.14
H52 6.16 2.16 0.19
H53 5.00 1.25 1.19
H54 4.04 4.26 -0.59
H55 3.20 3.50 -1.93
H56 4.96 3.55 -1.95
H57 5.51 -0.26 -0.22
H58 6.34 0.69 -1.51
H59 5.45 -0.77 -1.92
H60 3.06 1.72 -3.17
H61 3.85 0.18 -3.52
H62 4.79 1.66 -3.45

Record 2
Entry from the OMol25 dataset: 3 unconnected molecules or ions with the total composition C25H62ClFN5O3PSi (ωB97M-V with the def2-TZVPD basis set).

Output
Total energy   -2680.16438 a.u.
HOMO level   -0.3004 Eh
Maximum force   0.01080 hartree/bohr
Orbital gap   8.64 eV
Lowest unoccupied orbital energy   0.469 eV
Charge   0
SMILES   CN[C@](Cl)(CCF)[C@@H](O[C@H](CCN)CCO[Si](C)(C)C)P(N)O.CCN(CC)CC.CCN(CC)CC

Geometry (Å):
C1 2.03 1.14 1.08
N1 1.65 -0.26 1.02
C2 2.53 -1.25 0.51
Cl1 2.07 -2.82 1.35
C3 3.99 -0.98 0.90
C4 4.37 -1.03 2.36
F1 3.49 -0.36 3.20
C5 2.49 -1.51 -1.06
O1 2.17 -2.80 -1.53
C6 0.85 -3.35 -1.48
C7 0.63 -4.14 -2.77
C8 1.62 -5.30 -2.98
N2 2.88 -4.93 -3.65
C9 -0.28 -2.38 -1.24
C10 -1.55 -3.07 -0.75
O2 -2.21 -2.26 0.23
Si1 -3.31 -1.10 -0.23
C11 -5.03 -1.67 0.27
C12 -2.88 0.42 0.77
C13 -3.19 -0.61 -2.03
P1 1.92 -0.01 -2.06
N3 1.50 -0.90 -3.48
O3 0.37 0.35 -1.63
H1 1.14 1.75 0.96
H2 2.46 1.40 2.05
H3 2.73 1.45 0.30
H4 0.69 -0.41 0.79
H5 4.55 -1.80 0.44
H6 4.33 -0.06 0.42
H7 4.48 -2.05 2.72
H8 5.34 -0.54 2.48
H9 3.55 -1.44 -1.35
H10 0.84 -4.09 -0.67
H11 -0.38 -4.56 -2.75
H12 0.69 -3.46 -3.62
H13 1.12 -6.07 -3.57
H14 1.85 -5.75 -2.01
H15 2.75 -4.05 -4.12
H16 3.60 -4.78 -2.96
H17 -0.05 -1.63 -0.49
H18 -0.50 -1.85 -2.17
H19 -1.32 -4.02 -0.27
H20 -2.22 -3.29 -1.58
H21 -5.37 -1.05 1.11
H22 -5.77 -1.56 -0.53
H23 -5.03 -2.70 0.61
H24 -3.02 0.25 1.84
H25 -1.82 0.67 0.61
H26 -3.48 1.28 0.47
H27 -3.05 -1.43 -2.73
H28 -2.39 0.11 -2.16
H29 -4.14 -0.13 -2.29
H30 1.08 -0.24 -4.12
H31 2.38 -1.18 -3.92
H32 0.36 1.25 -1.31
C14 -6.77 2.55 -0.97
C15 -7.30 1.27 -1.60
N4 -8.64 1.40 -2.15
C16 -9.26 0.13 -2.48
C17 -8.62 -0.72 -3.59
C18 -8.82 2.47 -3.11
C19 -7.93 2.47 -4.37
H33 -7.47 2.92 -0.22
H34 -5.82 2.35 -0.49
H35 -6.61 3.33 -1.71
H36 -7.34 0.49 -0.83
H37 -6.57 0.92 -2.36
H38 -10.31 0.32 -2.73
H39 -9.28 -0.46 -1.56
H40 -8.81 -0.31 -4.58
H41 -9.05 -1.72 -3.57
H42 -7.55 -0.82 -3.46
H43 -8.67 3.42 -2.60
H44 -9.87 2.47 -3.41
H45 -6.89 2.27 -4.12
H46 -7.98 3.44 -4.85
H47 -8.25 1.73 -5.10
C20 4.97 2.65 3.32
C21 5.94 2.01 4.30
N5 7.33 2.25 3.95
C22 8.26 1.41 4.69
C23 8.35 1.60 6.21
C24 7.72 3.64 3.79
C25 7.49 4.59 4.98
H48 5.18 2.34 2.30
H49 3.95 2.34 3.56
H50 4.99 3.74 3.36
H51 5.78 0.93 4.29
H52 5.69 2.35 5.31
H53 9.25 1.54 4.25
H54 7.98 0.37 4.49
H55 8.88 2.51 6.48
H56 8.91 0.76 6.65
H57 7.37 1.62 6.68
H58 7.18 4.04 2.93
H59 8.77 3.66 3.51
H60 6.50 4.46 5.42
H61 7.56 5.62 4.64
H62 8.23 4.45 5.76

Record 3
Entry from the OMol25 dataset: 8 unconnected molecules or ions with the total composition C25H62FN2O27PS8 at a distorted geometry (ωB97M-V with the def2-TZVPD basis set).

Output
Total energy   -6757.32033 a.u.
HOMO level   -0.3469 Eh
Maximum force   0.05074 hartree/bohr
Orbital gap   8.67 eV
Lowest unoccupied orbital energy   -0.771 eV
Charge   0
SMILES   N=[PH2][C@H]1OS(=O)(=O)O[C@@H]1C(=O)NC(=O)F.CCOS(C)(=O)=O.CCOS(C)(=O)=O.CCOS(C)(=O)=O.CCOS(C)(=O)=O.CCOS(C)(=O)=O.CCOS(C)(=O)=O.CCOS(C)(=O)=O

Geometry (Å):
N1 1.18 0.80 -2.89
P1 1.05 -0.58 -2.14
C1 0.15 -0.41 -0.52
O1 -1.07 -1.16 -0.76
S1 -1.69 -1.76 0.59
O2 -2.60 -0.77 1.02
O3 -2.20 -3.06 0.50
O4 -0.30 -1.82 1.37
C2 0.73 -1.08 0.71
C3 1.25 -0.14 1.80
O5 0.49 0.59 2.37
N2 2.67 -0.12 2.13
C4 2.96 -0.51 3.41
O6 3.81 -0.03 4.10
F1 2.21 -1.51 3.82
H1 0.69 0.73 -3.77
H2 0.31 -1.47 -2.94
H3 2.34 -1.10 -1.93
H4 -0.17 0.61 -0.38
H5 1.52 -1.80 0.55
H6 3.01 0.82 1.97
O7 4.25 4.09 2.36
S2 4.83 4.79 3.47
O8 5.85 4.17 4.26
O9 3.66 5.30 4.41
C5 2.68 4.35 4.87
C6 3.21 3.51 6.02
C7 5.39 6.37 2.94
H7 2.34 3.72 4.05
H8 1.83 4.93 5.21
H9 4.00 2.85 5.69
H10 2.40 2.90 6.44
H11 3.62 4.14 6.81
H12 4.60 6.85 2.37
H13 6.27 6.21 2.31
H14 5.66 6.95 3.81
O10 2.23 -5.01 -3.16
S3 2.10 -4.63 -4.53
O11 1.33 -3.48 -4.90
O12 1.60 -5.88 -5.37
C8 0.41 -6.56 -4.92
C9 -0.86 -5.82 -5.29
C10 3.70 -4.51 -5.26
H15 0.46 -6.74 -3.84
H16 0.42 -7.54 -5.40
H17 -0.94 -4.88 -4.75
H18 -1.73 -6.43 -5.06
H19 -0.86 -5.58 -6.36
H20 4.26 -5.41 -5.02
H21 4.19 -3.64 -4.84
H22 3.59 -4.40 -6.33
O13 6.79 -8.55 -8.03
S4 6.86 -7.89 -6.76
O14 6.58 -6.49 -6.64
O15 8.26 -8.20 -6.09
C11 9.45 -7.93 -6.87
C12 9.81 -6.46 -6.89
C13 5.86 -8.76 -5.60
H23 9.34 -8.33 -7.88
H24 10.25 -8.50 -6.39
H25 9.07 -5.88 -7.44
H26 10.78 -6.31 -7.36
H27 9.84 -6.06 -5.87
H28 6.11 -9.82 -5.66
H29 4.82 -8.60 -5.88
H30 6.05 -8.37 -4.61
O16 0.07 8.71 2.26
S5 -0.87 7.88 2.95
O17 -0.45 7.07 4.06
O18 -1.62 6.95 1.90
C14 -0.82 6.15 1.00
C15 -0.28 4.91 1.67
C16 -2.27 8.83 3.43
H31 -0.02 6.76 0.57
H32 -1.49 5.87 0.18
H33 0.46 5.17 2.43
H34 0.20 4.26 0.94
H35 -1.08 4.37 2.17
H36 -2.62 9.40 2.58
H37 -1.94 9.50 4.23
H38 -3.04 8.16 3.80
O19 -9.01 0.33 2.12
S6 -8.37 1.58 1.84
O20 -8.22 2.03 0.49
O21 -6.96 1.61 2.56
C17 -6.05 0.51 2.33
C18 -5.35 0.60 1.00
C19 -9.13 2.86 2.78
H39 -6.58 -0.44 2.44
H40 -5.32 0.56 3.14
H41 -6.05 0.45 0.17
H42 -4.57 -0.17 0.93
H43 -4.89 1.58 0.87
H44 -9.20 2.53 3.81
H45 -10.12 3.02 2.37
H46 -8.53 3.76 2.69
O22 -4.44 8.17 1.38
S7 -4.76 8.51 0.03
O23 -5.62 9.62 -0.25
O24 -5.32 7.22 -0.71
C20 -6.41 6.50 -0.09
C21 -7.75 7.19 -0.31
C22 -3.28 8.68 -0.90
H47 -6.21 6.36 0.97
H48 -6.42 5.52 -0.55
H49 -7.80 8.13 0.22
H50 -8.56 6.55 0.05
H51 -7.90 7.39 -1.37
H52 -2.65 7.81 -0.72
H53 -2.78 9.58 -0.56
H54 -3.54 8.76 -1.96
O25 -0.93 -8.19 4.15
S8 -0.31 -7.87 2.90
O26 1.09 -7.57 2.84
O27 -1.12 -6.69 2.21
C23 -1.37 -5.50 2.98
C24 -0.15 -4.60 3.06
C25 -0.69 -9.12 1.72
H55 -1.72 -5.76 3.98
H56 -2.18 -4.98 2.48
H57 0.65 -5.06 3.64
H58 -0.40 -3.65 3.52
H59 0.24 -4.41 2.06
H60 -1.76 -9.30 1.73
H61 -0.14 -10.01 2.00
H62 -0.36 -8.78 0.74

Record 4
Entry from the OMol25 dataset: 5 unconnected molecules or ions with the total composition C25H64N4O9 at a distorted geometry (ωB97M-V with the def2-TZVPD basis set).

Output
Total energy   -1886.90283 a.u.
HOMO level   -0.3015 Eh
Maximum force   0.04756 hartree/bohr
Orbital gap   8.78 eV
Lowest unoccupied orbital energy   0.577 eV
Charge   0
SMILES   COCCNCCOC.COCCNCCOC.COCCNCCOC.COCCNCCOC.CO
Relative energy (zero: lowest compared OMol25 entry of this formula, charge and spin)   0.000 eV

Geometry (Å):
C1 -0.24 -0.19 -3.13
O1 0.29 0.76 -4.03
C2 0.78 1.95 -3.46
C3 1.68 2.61 -4.50
N1 0.99 2.90 -5.74
C4 1.88 3.10 -6.88
C5 1.06 3.42 -8.12
O2 0.18 2.35 -8.38
C6 -0.58 2.58 -9.54
H1 -1.11 0.23 -2.62
H2 0.53 -0.51 -2.42
H3 -0.54 -1.05 -3.73
H4 1.49 1.68 -2.66
H5 0.00 2.61 -3.07
H6 2.48 1.87 -4.66
H7 2.14 3.52 -4.10
H8 0.35 2.14 -5.91
H9 2.49 2.19 -6.96
H10 2.55 3.94 -6.69
H11 1.79 3.53 -8.93
H12 0.50 4.34 -7.91
H13 -1.28 1.76 -9.66
H14 0.09 2.63 -10.41
H15 -1.11 3.54 -9.54
C7 -5.73 1.99 0.20
O3 -4.63 2.17 -0.64
C8 -3.44 2.57 -0.02
C9 -2.32 2.55 -1.04
N2 -1.14 3.26 -0.56
C10 -0.45 2.52 0.47
C11 0.89 3.13 0.85
O4 1.75 3.10 -0.29
C12 3.04 3.59 -0.03
H16 -5.95 2.87 0.82
H17 -5.58 1.14 0.89
H18 -6.59 1.71 -0.40
H19 -3.20 1.89 0.81
H20 -3.56 3.54 0.48
H21 -2.65 2.99 -1.98
H22 -2.06 1.51 -1.27
H23 -0.49 3.45 -1.31
H24 -0.19 1.49 0.15
H25 -1.08 2.48 1.36
H26 1.34 2.55 1.65
H27 0.73 4.19 1.06
H28 3.56 3.67 -0.98
H29 3.59 2.89 0.60
H30 3.05 4.59 0.41
C13 1.73 -0.84 6.36
O5 0.48 -1.32 5.90
C14 -0.25 -0.26 5.30
C15 -1.61 -0.79 4.87
N3 -1.42 -1.98 4.04
C16 -2.73 -2.66 3.91
C17 -2.52 -4.05 3.34
O6 -1.60 -4.83 4.03
C18 -1.89 -5.01 5.41
H31 1.63 -0.06 7.12
H32 2.28 -0.44 5.50
H33 2.29 -1.69 6.74
H34 0.32 0.13 4.45
H35 -0.35 0.58 5.99
H36 -2.20 -0.04 4.36
H37 -2.13 -1.04 5.80
H38 -0.82 -2.65 4.52
H39 -3.40 -2.10 3.25
H40 -3.25 -2.71 4.87
H41 -2.16 -3.92 2.31
H42 -3.50 -4.54 3.23
H43 -2.93 -5.33 5.48
H44 -1.67 -4.11 5.99
H45 -1.29 -5.84 5.78
C19 3.70 -0.98 -2.52
O7 3.08 -1.37 -1.33
C20 3.01 -0.31 -0.40
C21 2.08 -0.70 0.72
N4 2.55 -1.88 1.44
C22 1.48 -2.45 2.27
C23 1.95 -3.58 3.17
O8 2.24 -4.80 2.55
C24 1.10 -5.46 2.02
H46 3.65 -1.74 -3.30
H47 4.74 -0.68 -2.34
H48 3.24 -0.09 -2.97
H49 2.61 0.61 -0.86
H50 4.02 -0.12 -0.02
H51 1.13 -1.06 0.28
H52 1.69 0.11 1.33
H53 2.79 -2.59 0.75
H54 0.67 -2.76 1.59
H55 1.05 -1.63 2.86
H56 1.20 -3.69 3.97
H57 2.83 -3.27 3.74
H58 1.39 -6.37 1.50
H59 0.61 -4.80 1.30
H60 0.39 -5.69 2.82
C25 -2.08 -1.17 0.45
O9 -1.16 -0.68 1.39
H61 -2.16 -2.27 0.50
H62 -3.10 -0.80 0.61
H63 -1.73 -0.92 -0.55
H64 -1.31 -1.09 2.26

Among the records above, which one has the lowest total energy?
C25H62FN2O27PS8